(1)
This record from OMol25 describes a cluster of 2 separate species, C5H14S in total in a non-equilibrium geometry. The level of theory is ωB97M-V/def2-TZVPD.

The geometry in XYZ format:
```
20
Properties=species:S:1:pos:R:3:forces:R:3
C -1.003 0.802 -1.127 0.7 -0.5 -0.2
C -0.436 -0.296 -2.097 -0.6 1.4 1.9
C -1.336 -1.486 -2.312 0.5 -0.8 -1.1
H -1.628 1.501 -1.678 0.1 0.3 0.1
H -1.564 0.507 -0.247 -0.1 -0.6 0.1
H -0.069 1.234 -0.763 -0.4 0.8 0.1
H -0.215 0.359 -2.940 0.1 -0.8 -0.7
H 0.510 -0.545 -1.611 0.0 -0.5 -0.6
H -1.010 -2.032 -3.206 -0.2 0.2 -0.2
H -2.387 -1.232 -2.448 0.0 0.1 0.1
H -1.241 -2.272 -1.562 -0.1 0.4 0.5
C 0.878 1.459 2.568 -0.6 -1.6 -2.0
C 1.262 -0.030 2.672 -1.2 0.2 0.3
S 1.719 -0.920 1.095 3.2 0.2 -0.6
H 1.374 1.656 1.613 0.3 1.2 0.4
H -0.178 1.566 2.319 -0.1 0.1 0.4
H 1.159 2.063 3.421 0.2 0.0 0.0
H 0.598 -0.640 3.275 0.3 0.0 0.3
H 2.303 -0.037 2.975 -0.1 -0.5 0.5
H 1.264 -1.660 0.054 -2.0 0.3 0.9
```
Positions in Å, forces in eV/Å.

The relative energy (zero: lowest compared OMol25 entry of this formula, charge and spin) is 220.3 kJ/mol. The HOMO-LUMO gap is 9.51 eV. The highest occupied orbital energy comes out at -9.0 eV.

***

(2)
This record from OMol25 describes a cluster of 2 separate species, C5H14S2 in total in a non-equilibrium geometry. The level of theory is ωB97M-V/def2-TZVPD.

The geometry in XYZ format:
```
21
Properties=species:S:1:pos:R:3:forces:R:3
C -0.343 -2.185 -2.591 0.2 0.0 0.2
C -1.045 -1.696 -1.336 -0.3 0.9 0.1
S -1.543 0.050 -1.596 0.0 0.0 0.2
C -2.156 0.465 0.079 0.3 -0.2 -1.0
H 0.175 -3.118 -2.368 -0.1 -0.1 -0.2
H 0.410 -1.457 -2.896 0.0 0.0 0.0
H -1.018 -2.316 -3.433 -0.1 -0.1 0.0
H -0.372 -1.710 -0.478 0.1 0.0 0.0
H -1.946 -2.246 -1.071 0.1 -0.3 -0.1
H -3.160 0.066 0.189 0.0 -0.1 0.4
H -1.425 0.074 0.779 -0.2 0.0 0.3
H -2.183 1.550 0.145 0.0 0.0 0.0
C 2.719 -0.096 1.968 0.0 -0.2 -0.5
S 1.423 0.791 1.066 -0.1 -0.1 0.3
C 0.941 1.931 2.391 0.7 0.2 -0.3
H 2.370 -0.340 2.967 0.1 0.0 0.1
H 3.654 0.461 1.969 -0.1 0.1 0.3
H 2.914 -1.025 1.432 -0.1 0.0 0.0
H 0.287 2.688 1.971 -0.3 -0.1 0.0
H 0.488 1.423 3.239 -0.1 0.0 0.0
H 1.845 2.457 2.705 -0.1 0.0 0.2
```
Positions in Å, forces in eV/Å.

The relative energy (zero: lowest compared OMol25 entry of this formula, charge and spin) is 44.7 kJ/mol. The HOMO-LUMO gap is 9.14 eV. The highest occupied orbital energy comes out at -8.2 eV.

***

(3)
This record from OMol25 describes a structure of composition C5H15BrN4O in a non-equilibrium geometry. The level of theory is ωB97M-V/def2-TZVPD.

The geometry in XYZ format:
```
26
Properties=species:S:1:pos:R:3:forces:R:3
C -0.070 -0.278 0.439 2.5 0.2 0.5
C -2.940 -0.620 2.121 1.9 0.0 2.2
C -2.436 -0.336 0.691 -1.3 -3.0 2.2
C 2.354 -0.323 0.474 0.3 -1.7 -1.3
C 3.411 0.570 -0.290 -3.5 -2.9 0.2
N 0.554 0.037 -2.403 1.2 -3.5 1.9
N -1.152 0.375 0.721 0.5 -3.0 -0.9
N 0.519 -0.668 -3.424 -1.4 3.2 -0.4
N -1.163 1.670 0.947 -1.8 3.3 -0.1
O 1.084 0.395 0.350 -0.4 0.6 1.3
Br 2.957 0.561 -2.182 1.0 1.0 0.2
H 0.126 -1.360 0.376 -1.5 0.4 0.0
H -2.173 -1.184 2.696 -0.1 -0.2 -0.7
H -2.900 0.288 2.758 -0.9 -0.2 -0.6
H -3.842 -1.242 2.278 0.2 0.9 -0.7
H -2.515 -1.356 0.206 1.3 1.4 -0.1
H -3.214 0.214 0.289 -0.9 1.8 -1.6
H 2.871 -0.430 1.476 -1.6 0.3 -0.4
H 2.064 -1.408 0.084 1.4 2.1 0.5
H 4.312 0.059 -0.184 1.8 -0.3 0.0
H 3.286 1.467 0.240 0.5 1.8 -0.2
H 0.239 0.971 -2.452 -0.9 1.6 -1.0
H 0.186 -0.191 -4.240 0.0 -0.4 -1.4
H 0.973 -1.543 -3.491 0.3 -1.5 0.4
H -2.071 2.126 1.103 0.4 -0.9 -0.3
H -0.460 2.207 1.416 1.0 -0.8 0.2
```
Positions in Å, forces in eV/Å.

The relative energy (zero: lowest compared OMol25 entry of this formula, charge and spin) is 93.1 kJ/mol. The HOMO-LUMO gap (alpha / beta) is 7.63 / 7.63 eV. The highest occupied orbital energy (alpha / beta) comes out at -16.8 / -16.8 eV. Its net charge is +2.

***

(4)
This record from OMol25 describes a structure of composition C5H15MnN4O13S in a non-equilibrium geometry. The level of theory is ωB97M-V/def2-TZVPD.

The geometry in XYZ format:
```
39
Properties=species:S:1:pos:R:3:forces:R:3
Mn 0.078 0.706 -0.478 -0.8 1.0 -2.1
C -0.767 1.196 -3.718 -0.3 0.8 -0.9
O -0.492 1.123 -2.394 0.4 -0.8 1.4
H -0.787 0.271 -4.320 0.3 -0.4 0.4
H -1.746 1.642 -3.983 -0.3 0.0 0.5
H -0.105 1.894 -4.263 0.4 -0.2 0.0
S 0.907 1.723 1.843 0.8 3.7 3.1
O 2.072 1.596 2.713 1.4 -2.0 -0.8
O 0.116 2.712 2.564 -1.9 -0.1 -0.6
O 1.247 2.195 0.482 0.4 0.8 -1.3
O 0.176 0.471 1.526 -0.8 -2.1 0.9
C -3.014 1.629 2.445 0.2 -0.6 -0.3
N -3.035 2.233 1.085 -0.4 1.4 0.6
O -2.054 2.217 0.399 0.3 -0.4 -0.6
O -4.037 2.904 0.843 0.1 -0.6 -0.2
H -3.142 2.488 3.095 0.0 -0.2 0.2
H -2.068 1.114 2.593 0.1 0.3 0.0
H -3.837 0.920 2.479 -0.2 0.2 0.1
C 4.233 0.791 0.485 -0.2 0.3 0.0
N 3.539 0.086 -0.625 -0.5 0.8 0.6
O 4.161 -0.539 -1.449 0.6 -0.3 -0.4
O 2.331 0.166 -0.604 0.5 -0.8 -0.6
H 3.733 0.420 1.382 0.5 -0.1 0.2
H 3.954 1.845 0.483 -0.3 -0.1 -0.4
H 5.302 0.679 0.355 0.0 -0.3 0.3
C -1.968 -2.566 1.737 0.6 -1.2 0.1
N -2.625 -1.471 1.050 -0.3 1.5 0.3
O -1.925 -0.718 0.417 -0.4 -0.3 -0.3
O -3.809 -1.278 1.273 -0.2 -0.4 -0.1
H -1.476 -2.167 2.623 0.0 0.2 -0.1
H -1.214 -2.973 1.067 0.0 0.1 0.1
H -2.696 -3.324 2.007 -0.1 0.1 0.0
C 1.883 -2.853 -1.891 -0.3 0.2 -0.5
N 0.517 -2.248 -1.811 0.2 -0.1 0.7
O 0.289 -1.533 -0.849 0.0 -0.6 0.1
O -0.246 -2.445 -2.714 -0.3 -0.3 -0.4
H 2.407 -2.718 -0.954 0.0 0.4 -0.1
H 2.252 -2.281 -2.741 0.8 -0.1 0.3
H 1.844 -3.908 -2.150 -0.4 0.1 -0.1
```
Positions in Å, forces in eV/Å.

The relative energy (zero: lowest compared OMol25 entry of this formula, charge and spin) is 63.2 kJ/mol. The HOMO-LUMO gap (alpha / beta) is 6.80 / 6.91 eV. The highest occupied orbital energy (alpha / beta) comes out at -4.6 / -4.8 eV. Its net charge is -1. The spin multiplicity is 6.

***

(5)
This record from OMol25 describes an isolated molecule of C5H15N2 in a non-equilibrium geometry. The level of theory is ωB97M-V/def2-TZVPD.

The geometry in XYZ format:
```
22
Properties=species:S:1:pos:R:3:forces:R:3
C -1.034 -0.198 -0.458 0.8 1.6 0.1
N -1.132 -0.699 0.900 0.0 -1.0 -0.5
C -2.504 -0.678 1.413 0.1 0.3 -1.3
C 0.437 0.101 -0.857 -0.2 -0.6 -0.2
N 1.190 0.518 0.369 0.7 0.1 -0.5
C 2.421 -0.288 0.595 -0.4 -0.2 0.3
C 0.513 1.179 -1.922 -0.2 0.5 0.7
H -1.518 -0.808 -1.214 -0.1 -0.2 -0.2
H -1.469 0.810 -0.484 -0.5 -0.3 0.1
H -0.813 -1.667 0.833 -0.1 0.1 0.5
H -2.510 -1.076 2.401 -0.1 0.0 0.8
H -3.215 -1.238 0.788 0.1 -0.1 0.1
H -2.839 0.357 1.355 -0.1 0.1 0.5
H 0.933 -0.809 -1.197 -0.1 0.0 -0.1
H 1.434 1.558 0.405 0.2 0.3 -0.3
H 0.545 0.415 1.136 -0.5 -0.4 1.0
H 3.069 -0.201 -0.277 -0.2 -0.2 -0.1
H 2.076 -1.292 0.849 0.3 -0.1 -0.5
H 2.968 0.061 1.455 0.0 0.6 0.3
H -0.173 0.994 -2.739 0.2 -0.4 -0.5
H 1.537 1.387 -2.215 0.0 -0.1 -0.3
H 0.136 2.092 -1.471 0.1 0.3 0.1
```
Positions in Å, forces in eV/Å.

The relative energy (zero: lowest compared OMol25 entry of this formula, charge and spin) is 208.0 kJ/mol. The HOMO-LUMO gap (alpha / beta) is 3.50 / 10.63 eV. The highest occupied orbital energy (alpha / beta) comes out at -2.6 / -10.0 eV. The spin multiplicity is 2.

***

(6)
This record from OMol25 describes the ion C5H15N2 with charge +1 in a non-equilibrium geometry. The level of theory is ωB97M-V/def2-TZVPD.

The geometry in XYZ format:
```
22
Properties=species:S:1:pos:R:3:forces:R:3
C -0.853 2.557 -0.651 -0.2 -0.6 3.7
C -0.565 1.059 -0.721 -1.2 0.8 1.2
N -1.764 0.194 -0.531 -2.2 0.4 -0.5
C 0.492 0.564 0.282 -1.3 -1.0 0.1
N 0.607 -0.946 -0.009 0.4 -0.9 0.1
C -0.029 -1.684 1.141 -2.6 -1.1 0.5
C 1.996 -1.578 -0.041 0.4 -0.5 -3.0
H 0.001 3.185 -0.495 1.0 0.2 -1.2
H -1.199 2.742 0.456 -0.8 -0.2 -2.2
H -1.481 2.808 -1.491 -0.4 0.6 0.3
H -0.254 0.919 -1.714 0.9 -0.8 -1.4
H -2.469 0.147 -1.322 1.9 0.2 0.5
H -2.448 0.569 0.165 1.4 -0.1 -0.1
H 0.163 0.648 1.355 0.2 0.1 -1.2
H 1.454 1.012 0.195 0.7 0.3 -0.4
H 0.040 -1.153 -0.898 1.0 0.4 1.6
H 0.342 -1.214 2.045 -0.4 0.3 0.1
H 0.218 -2.767 1.326 0.2 1.0 -1.2
H -1.183 -1.651 1.009 2.1 0.4 0.5
H 2.319 -1.662 0.948 0.6 0.2 1.6
H 1.745 -2.626 -0.358 0.8 1.0 0.0
H 2.868 -1.122 -0.689 -2.3 -0.5 1.0
```
Positions in Å, forces in eV/Å.

The relative energy (zero: lowest compared OMol25 entry of this formula, charge and spin) is 193.5 kJ/mol. The HOMO-LUMO gap is 11.23 eV. The highest occupied orbital energy comes out at -13.9 eV. Its net charge is +1.

***

(7)
This record from OMol25 describes a cluster of 2 separate species, C5H15N2 in total in a non-equilibrium geometry. The level of theory is ωB97M-V/def2-TZVPD.

The geometry in XYZ format:
```
22
Properties=species:S:1:pos:R:3:forces:R:3
N -0.101 -1.747 -1.060 -0.5 2.9 0.8
C 0.042 -0.433 -1.609 -0.8 0.5 -1.2
C 0.402 -0.484 -3.141 -1.0 -0.7 1.0
C 0.953 0.460 -0.765 -0.7 1.3 1.5
N 0.565 0.353 0.654 3.0 2.1 -1.4
C 1.243 1.462 1.419 -0.9 -1.6 -0.1
C -2.241 -0.317 3.005 -1.3 2.7 -0.1
H -3.332 -0.483 3.066 0.6 -0.5 -0.7
H 0.107 -1.447 -0.119 -0.3 -1.9 1.3
H 0.571 -2.335 -1.458 1.2 -1.5 -0.5
H -0.795 0.196 -1.198 -0.8 -1.1 -2.2
H 0.348 0.439 -3.701 -0.1 0.4 0.2
H 1.391 -0.937 -3.312 -0.2 0.2 0.3
H -0.353 -1.180 -3.556 0.4 0.4 0.0
H 1.997 0.197 -0.971 0.2 -0.3 0.4
H 0.816 1.527 -1.131 0.7 -0.6 0.8
H 2.277 1.469 1.043 -0.2 0.4 0.3
H 0.738 2.427 1.162 0.2 -0.5 0.0
H 1.189 1.293 2.522 -0.2 0.0 -1.0
H -2.221 0.597 3.649 0.5 -0.5 -0.4
H -1.894 0.014 1.975 -0.4 -0.9 1.3
H -1.705 -1.071 3.526 0.6 -0.8 -0.1
```
Positions in Å, forces in eV/Å.

The relative energy (zero: lowest compared OMol25 entry of this formula, charge and spin) is 648.2 kJ/mol. The HOMO-LUMO gap is 5.49 eV. The highest occupied orbital energy comes out at -14.2 eV. Its net charge is +1.

***

(8)
This record from OMol25 describes a cluster of 2 separate species, C5H15N2 in total. The level of theory is ωB97M-V/def2-TZVPD.

The geometry in XYZ format:
```
22
Properties=species:S:1:pos:R:3:forces:R:3
C -0.664 1.818 -1.653 -0.2 0.1 0.1
C 1.567 1.735 -0.976 -0.2 -0.4 0.0
N 0.442 1.158 -0.971 0.0 0.4 0.1
H -1.327 2.301 -0.931 0.1 -0.1 0.2
H -1.272 1.068 -2.156 0.1 0.1 -0.3
H -0.323 2.607 -2.325 0.0 -0.2 -0.2
H 1.740 2.646 -1.542 0.1 0.2 0.1
H 2.374 1.287 -0.407 0.2 0.0 -0.1
H 0.130 -0.331 -0.345 -0.3 -0.4 0.4
C 1.013 -0.583 2.187 -0.1 0.2 -0.3
C -0.333 -0.998 1.629 0.2 -0.2 -0.5
N -0.246 -1.247 0.142 0.4 0.5 0.1
C -1.560 -1.636 -0.433 0.2 -0.1 0.3
H 0.939 -0.410 3.257 0.0 -0.2 0.0
H 1.380 0.342 1.740 -0.1 0.0 0.0
H 1.735 -1.377 1.991 0.1 0.1 0.2
H -1.127 -0.263 1.734 0.1 0.0 0.3
H -0.617 -1.952 2.070 -0.3 0.1 0.1
H 0.447 -1.980 0.006 0.0 -0.1 -0.2
H -1.491 -1.744 -1.510 0.1 0.0 0.0
H -1.852 -2.574 0.031 -0.2 -0.1 -0.1
H -2.278 -0.866 -0.165 0.0 0.0 -0.1
```
Positions in Å, forces in eV/Å.

The relative energy (zero: lowest compared OMol25 entry of this formula, charge and spin) is 82.9 kJ/mol. The HOMO-LUMO gap is 11.86 eV. The highest occupied orbital energy comes out at -14.5 eV. Its net charge is +1.

***

(9)
This record from OMol25 describes the ion C5H15N2 with charge +1. The level of theory is ωB97M-V/def2-TZVPD.

The geometry in XYZ format:
```
22
Properties=species:S:1:pos:R:3:forces:R:3
C 1.136 0.007 2.415 -0.1 0.0 -0.2
C 0.323 -1.128 1.820 0.2 -0.8 -0.6
C 0.280 -1.155 0.283 0.3 0.5 0.5
C -0.387 0.083 -0.307 0.1 0.3 -0.5
N -1.786 -0.088 -0.685 -0.4 0.2 0.0
C 0.404 0.447 -1.573 -0.6 0.5 0.0
N -0.395 1.421 -2.413 -0.4 -0.2 0.8
H 0.759 1.017 2.218 0.1 -0.2 -0.2
H 2.159 -0.097 2.049 0.0 0.3 0.0
H 1.166 -0.089 3.489 0.1 -0.1 0.4
H 0.810 -2.054 2.124 0.1 -0.1 0.0
H -0.682 -1.245 2.198 -0.4 0.4 0.3
H 1.309 -1.175 -0.093 0.0 -0.1 0.1
H -0.205 -2.057 -0.097 -0.1 0.0 0.0
H -0.375 0.918 0.386 0.6 0.2 0.2
H -2.316 0.705 -0.333 -0.1 -0.2 0.0
H -2.178 -0.888 -0.208 -0.1 -0.3 -0.2
H 1.346 0.937 -1.346 0.2 -0.4 -0.1
H 0.440 -0.428 -2.216 0.6 -0.1 0.1
H -1.337 0.979 -2.428 0.1 0.1 -0.5
H 0.043 1.561 -3.315 -0.3 0.0 -0.4
H -0.515 2.329 -1.966 0.2 0.1 0.1
```
Positions in Å, forces in eV/Å.

The relative energy (zero: lowest compared OMol25 entry of this formula, charge and spin) is 45.2 kJ/mol. The HOMO-LUMO gap is 10.85 eV. The highest occupied orbital energy comes out at -14.3 eV. Its net charge is +1.

***

(10)
This record from OMol25 describes the ion C5H15N2 with charge +1 in a non-equilibrium geometry. The level of theory is ωB97M-V/def2-TZVPD.

The geometry in XYZ format:
```
22
Properties=species:S:1:pos:R:3:forces:R:3
C -0.884 2.111 1.657 -1.4 0.7 1.5
N -0.389 1.541 0.412 0.5 1.0 0.8
C -1.139 0.475 -0.188 0.4 -0.3 -2.8
C -0.164 -0.672 -0.841 -2.2 0.8 2.7
C -0.919 -2.002 -0.662 1.7 -0.5 -0.5
N 1.027 -0.560 0.053 1.4 -0.5 -1.1
C 2.339 -0.868 -0.584 1.8 -0.1 0.8
H -0.660 3.191 1.766 0.2 -0.7 -0.4
H -2.002 2.088 1.817 0.9 -0.3 -0.6
H -0.476 1.634 2.550 0.2 -0.2 -0.1
H -0.142 2.344 -0.163 -0.5 -0.7 -0.5
H -1.686 0.860 -1.064 -0.3 -0.2 0.4
H -1.841 -0.071 0.450 0.3 0.7 0.3
H 0.111 -0.490 -1.853 0.4 0.3 -0.6
H -1.572 -2.223 -1.515 0.2 0.2 0.3
H -0.165 -2.824 -0.580 -0.7 0.3 -0.2
H -1.493 -1.968 0.252 -0.2 -0.2 0.2
H 0.862 -1.136 0.887 0.3 0.3 -0.1
H 1.121 0.446 0.324 -1.1 -0.1 0.4
H 2.556 -1.935 -0.568 -0.2 0.0 -0.2
H 2.441 -0.466 -1.591 -0.6 -0.1 0.0
H 3.171 -0.370 -0.006 -1.0 -0.5 -0.3
```
Positions in Å, forces in eV/Å.

The relative energy (zero: lowest compared OMol25 entry of this formula, charge and spin) is 119.3 kJ/mol. The HOMO-LUMO gap is 10.53 eV. The highest occupied orbital energy comes out at -13.4 eV. Its net charge is +1.